A 4-piece molecular cluster, C71H80Br2NO8 overall at a distorted geometry, computed with wB97M-V/def2-TZVPD.

Calculated values
net charge: +1
strongest force on any atom: 0.175 hartree/bohr
Kohn-Sham gap: 7.659 eV
LUMO: -3.17 eV
electronic energy: -232862.35164 eV
M: 1235.23 u

Atoms and positions in Å:
1 C -0.2825 3.2035 4.6008
2 C -0.3288 3.9750 3.1528
3 C -0.2357 2.9587 1.8474
4 C -1.1279 3.5862 0.6009
5 C -0.2661 3.8042 -0.7862
6 C -1.0722 3.2808 -2.1478
7 C -0.2915 1.9361 -2.7085
8 C -1.3618 0.9708 -3.5200
9 C -0.6856 -0.3675 -4.1915
10 C -0.1735 -1.4852 -3.0574
11 C -1.2388 -2.6835 -2.7897
12 C -1.8782 -2.8082 -1.3095
13 N -2.9219 -1.7452 -1.0725
14 C -3.6139 -1.7815 0.2617
15 C -3.4529 -0.3518 1.1144
16 C -4.6237 0.6496 0.4661
17 O -4.3908 1.2055 -0.7501
18 Br -6.3564 0.9971 1.4199
19 C -3.2161 -2.9820 1.2730
20 C -1.7504 -3.6602 1.1193
21 C -1.0265 -3.8438 2.5707
22 C -1.4586 -5.2492 3.2905
23 C -2.7665 -5.1841 4.2660
24 C -2.8378 -3.8965 5.2768
25 C -4.2185 -5.3775 3.4583
26 C -0.7778 -2.9610 -0.0557
27 C -0.2593 -1.5457 0.5478
28 C 1.3471 -1.2832 0.6097
29 C 2.1430 -2.0208 1.8470
30 Br 1.4454 -1.4651 3.6821
31 C 0.3564 -4.1061 -0.3389
32 O 1.3623 -3.8047 -1.3566
33 C 2.6223 -4.5364 -1.1535
34 C 3.2034 -4.8621 -2.6879
35 H 0.8612 3.1688 4.9349
36 H -0.8278 3.8420 5.4386
37 H -0.7786 2.1418 4.5946
38 H 0.5336 4.7932 3.0527
39 H -1.3811 4.5237 3.1009
40 H -0.6802 1.8946 2.1305
41 H 0.9157 2.8545 1.5815
42 H -2.0358 2.8535 0.4438
43 H -1.5626 4.6473 0.9175
44 H -0.0027 4.9450 -0.9438
45 H 0.7711 3.2372 -0.6389
46 H -1.0669 4.1653 -2.9477
47 H -2.1621 2.9930 -1.8117
48 H 0.1315 1.3576 -1.7832
49 H 0.6191 2.2896 -3.3754
50 H -2.2774 0.7061 -2.8390
51 H -1.7503 1.6330 -4.4334
52 H -1.3337 -0.8653 -5.0364
53 H 0.3202 -0.0155 -4.7290
54 H 0.7895 -1.9847 -3.5571
55 H 0.2164 -0.9104 -2.1198
56 H -2.1362 -2.5364 -3.5569
57 H -0.7339 -3.7108 -3.0931
58 H -2.4698 -3.8470 -1.2817
59 H -2.5818 -0.7516 -1.2456
60 H -3.6738 -1.8953 -1.8113
61 H -4.7867 -1.8668 0.0552
62 H -2.4327 0.1830 0.9079
63 H -3.6539 -0.4777 2.2607
64 H -4.0299 -3.8447 1.1354
65 H -3.3296 -2.6384 2.4071
66 H -1.9296 -4.7657 0.7019
67 H 0.1613 -3.8468 2.5386
68 H -1.2996 -2.8683 3.2027
69 H -0.5463 -5.6188 3.9618
70 H -1.6498 -6.1469 2.5277
71 H -2.7027 -6.1469 4.9703
72 H -3.5798 -3.1137 4.7645
73 H -1.7953 -3.3184 5.3335
74 H -3.2960 -4.1195 6.3357
75 H -4.7371 -4.3563 3.2058
76 H -4.9154 -5.9730 4.2226
77 H -4.0699 -6.0936 2.5430
78 H -0.6910 -1.2640 1.6245
79 H -0.6966 -0.6859 -0.1580
80 H 1.9183 -1.4444 -0.4267
81 H 1.4761 -0.1129 0.8181
82 H 2.2591 -3.1795 1.7376
83 H 3.2531 -1.5820 1.8202
84 H 0.9324 -4.4889 0.6128
85 H -0.2414 -5.0603 -0.7392
86 H 3.4043 -3.8254 -0.6505
87 H 2.4684 -5.5617 -0.6100
88 H 2.8129 -5.9207 -3.0407
89 H 2.7553 -4.0724 -3.4620
90 H 4.3681 -4.7641 -2.7591
91 C 1.1090 3.8755 -6.1853
92 C 0.9372 4.2826 -7.5081
93 C 1.2577 5.5881 -7.8841
94 C 1.7403 6.4936 -6.9314
95 C 1.8888 6.0935 -5.6039
96 C 1.5833 4.7778 -5.2321
97 C 2.3498 7.0541 -4.5809
98 O 2.4839 6.7026 -3.4153
99 C 2.6384 8.4458 -4.9809
100 C 3.0207 9.3817 -4.0110
101 C 3.3083 10.6967 -4.3828
102 C 3.2245 11.0777 -5.7217
103 C 2.8385 10.1489 -6.6893
104 C 2.5355 8.8327 -6.3163
105 C 2.0936 7.8671 -7.3418
106 O 2.0152 8.2023 -8.5181
107 H 0.8680 2.8554 -5.8941
108 H 0.5555 3.5830 -8.2483
109 H 1.1259 5.8974 -8.9196
110 H 1.7097 4.4544 -4.2004
111 H 3.0916 9.0916 -2.9639
112 H 3.5999 11.4231 -3.6273
113 H 3.4555 12.1001 -6.0127
114 H 2.7705 10.4548 -7.7320
115 C 4.1362 5.2705 1.9724
116 C 3.9644 5.6777 0.6497
117 C 4.2849 6.9832 0.2737
118 C 4.7675 7.8886 1.2264
119 C 4.9160 7.4886 2.5538
120 C 4.6106 6.1728 2.9256
121 C 5.3771 8.4492 3.5769
122 O 5.5111 8.0976 4.7425
123 C 5.6656 9.8409 3.1768
124 C 6.0479 10.7768 4.1468
125 C 6.3355 12.0918 3.7750
126 C 6.2517 12.4727 2.4360
127 C 5.8657 11.5439 1.4685
128 C 5.5627 10.2277 1.8415
129 C 5.1208 9.2622 0.8159
130 O 5.0424 9.5974 -0.3604
131 H 3.8952 4.2505 2.2636
132 H 3.5827 4.9780 -0.0906
133 H 4.1531 7.2925 -0.7619
134 H 4.7369 5.8495 3.9574
135 H 6.1188 10.4867 5.1939
136 H 6.6271 12.8182 4.5305
137 H 6.4827 13.4952 2.1451
138 H 5.7977 11.8499 0.4258
139 C -6.5338 -14.1685 2.1745
140 C -7.2576 -12.9944 1.9682
141 C -6.5891 -11.7765 1.8338
142 C -5.1923 -11.7304 1.9181
143 C -4.4703 -12.9008 2.1489
144 C -5.1418 -14.1247 2.2658
145 C -3.0004 -12.8569 2.2890
146 O -2.3652 -13.8850 2.4882
147 C -2.3087 -11.5559 2.1945
148 C -0.9219 -11.4920 2.3831
149 C -0.2579 -10.2675 2.2822
150 C -0.9734 -9.1081 1.9843
151 C -2.3557 -9.1680 1.8015
152 C -3.0258 -10.3932 1.9166
153 C -4.4926 -10.4403 1.7569
154 O -5.1228 -9.4211 1.4997
155 H -7.0540 -15.1191 2.2700
156 H -8.3433 -13.0268 1.9097
157 H -7.1605 -10.8647 1.6678
158 H -4.5838 -15.0444 2.4324
159 H -0.3554 -12.3930 2.6128
160 H 0.8182 -10.2193 2.4341
161 H -0.4555 -8.1553 1.8985
162 H -2.9083 -8.2579 1.5740